{
  "formula": "C3H5NO2S",
  "method": "ωB97M-V/def2-TZVPD",
  "symbols": ["C", "C", "C", "N", "O", "O", "S", "H", "H", "H", "H", "H"],
  "positions_angstrom": [[1.3002, 1.6908, -0.5108], [1.3042, 0.4107, -0.4063], [-1.8060, -0.1746, -0.2927], [2.3674, -0.4856, -0.2772], [2.2255, -1.5020, -0.9750], [3.3370, -0.2355, 0.3716], [-0.3307, -1.1919, -0.7418], [0.3680, 2.2791, -0.4749], [2.1977, 2.2495, -0.3804], [-2.4418, -0.8113, 0.3486], [-2.3484, 0.1759, -1.3111], [-1.4215, 0.7536, 0.2533]],
  "total_charge": 0,
  "total_energy_ha": -720.51675,
  "de_lowest_kcal_mol": 144.2,
  "homo_energy_ev": -9.2
}